No. 1
Density functional theory data (ωB97M-V/def2-TZVPD) for the molecule C4H5NO2.

XYZ file:
```
12
Properties=species:S:1:pos:R:3:forces:R:3:lowdin_charge:R:1
C 2.007365 -0.657708 -0.670095 0.08 -0.04 0.05 -0.096
C 0.743770 0.046650 -1.103767 -0.25 0.00 0.10 -0.123
C -0.380071 0.017208 -0.441275 -0.11 -0.04 0.10 -0.077
N -1.457301 -0.111031 0.149784 0.44 0.06 -0.33 0.166
C -1.906205 0.900946 1.054909 0.12 0.45 -0.06 -0.581
O -1.744597 2.079168 0.924461 -0.06 -0.49 0.08 0.133
O -2.603062 0.360957 2.061648 0.02 -0.07 0.00 0.122
H 2.058966 -0.768676 0.416477 -0.03 0.01 -0.18 0.077
H 2.061001 -1.655974 -1.119222 0.02 0.15 0.06 0.075
H 2.887842 -0.097704 -0.997064 -0.15 -0.05 0.08 0.072
H 0.729529 0.592319 -2.043818 -0.05 -0.08 0.10 0.114
H -2.640499 -0.597662 1.927280 -0.01 0.12 0.01 0.117
```
Forces are in eV/Å.

Output
- Charge: 0
- HOMO energy: -0.343 Ha
- SMILES: CC=C=NC(=O)O
- ΔE to the lowest compared entry with this formula, charge and spin: 1.226 eV
- Lowest unoccupied orbital energy: 0.0185 hartree
- Multiplicity: 1

No. 2
Density functional theory data (ωB97M-V/def2-TZVPD) for the molecule C4H12N2S.

XYZ file:
```
19
Properties=species:S:1:pos:R:3:forces:R:3:lowdin_charge:R:1
C 1.982261 1.066860 -1.443958 1.77 2.58 2.41 -0.168
N 0.629506 0.790470 -0.950183 -0.86 1.27 0.07 -0.137
C 0.478003 0.405557 0.537453 3.07 -0.11 -0.60 -0.156
C -0.418603 -0.877609 0.673703 -1.03 1.03 -0.74 -0.513
N -0.265395 -1.826670 -0.392601 1.80 1.54 -2.81 0.012
C -1.903943 -0.716771 0.789317 -1.20 0.27 0.54 -0.551
S -2.403894 0.550080 1.982531 -2.16 -1.28 0.53 0.745
H 2.269675 1.090216 -2.452657 -1.00 -1.11 -2.08 0.039
H 2.216767 2.175846 -1.288167 -0.05 -0.99 0.55 0.084
H 2.850424 0.554058 -0.983311 -1.00 -0.19 0.31 0.080
H 0.129746 1.700305 -1.218829 0.40 -2.10 1.08 0.131
H 0.380179 1.336560 1.281401 -0.33 -2.18 -1.71 0.129
H 1.525525 -0.038875 0.863420 -1.82 1.08 -0.85 0.137
H -0.116143 -1.391499 1.520066 0.80 -0.53 2.15 0.102
H -0.946289 -2.567379 -0.373200 -0.22 0.08 0.03 0.066
H -0.349550 -1.226297 -1.272133 0.12 -1.55 1.21 0.096
H -2.271063 -1.672726 1.170705 -0.13 0.10 0.14 0.072
H -2.393580 -0.618995 -0.184572 0.20 0.51 0.08 0.079
H -1.393627 1.266869 1.741014 1.62 1.58 -0.29 -0.246
```
Forces are in eV/Å.

Output
- Charge: 0
- HOMO energy: -0.326 Ha
- SMILES: CNC[C@H](N)CS
- ΔE to the lowest compared entry with this formula, charge and spin: 2.193 eV
- Lowest unoccupied orbital energy: 0.0318 hartree
- Multiplicity: 1

No. 3
Density functional theory data (ωB97M-V/def2-TZVPD) for a structure of composition C6H13AlNO3S.

XYZ file:
```
25
Properties=species:S:1:pos:R:3:forces:R:3:lowdin_charge:R:1
C 3.516624 -0.482048 0.203968 2.55 -0.48 -0.77 0.022
O 3.286189 0.854090 -0.366603 -3.43 -2.47 0.79 0.022
C 1.871887 1.090157 -0.694671 0.97 2.35 0.67 -0.080
C 0.802589 0.623975 0.459778 -2.05 -0.68 0.73 -0.118
C -0.440635 1.727862 0.637852 -0.29 -0.57 -0.60 -0.083
C -1.934174 1.023350 0.417524 1.37 2.33 2.18 -0.104
O -1.955560 0.355915 -0.919982 -1.23 -3.45 0.05 -0.295
C -2.487104 -1.024465 -0.800246 -5.97 -2.41 0.18 -0.378
O -3.827211 -1.212790 -0.949427 8.72 2.42 0.04 0.030
N -1.649474 -2.267911 -0.560967 -0.75 2.37 0.34 -0.270
S -1.344428 -2.549114 1.141586 0.18 -0.31 -0.07 0.973
H 3.088368 -1.371387 -0.460049 0.24 1.94 1.37 0.172
H 4.700969 -0.621035 0.250714 -2.51 0.57 -0.02 0.180
H 3.164479 -0.572538 1.340732 0.26 0.37 -1.81 0.185
H 1.583591 0.525055 -1.694691 0.54 0.81 1.54 0.215
H 1.750132 2.273386 -0.796064 0.73 -2.63 -0.33 0.184
H 1.273762 0.506423 1.534926 -0.33 0.10 -2.32 0.159
H 0.331159 -0.394738 0.090960 1.11 1.99 1.10 0.085
H -0.477442 2.182501 1.734746 0.38 -0.89 -2.24 0.177
H -0.314683 2.627439 -0.129036 -0.40 -1.70 1.64 0.157
H -2.708739 1.914741 0.433179 1.25 -2.18 -0.10 0.177
H -2.119572 0.250912 1.295367 0.18 1.37 -1.91 0.156
H -0.772468 -2.276773 -1.131618 -0.76 0.14 0.66 0.122
H -1.911045 -3.787795 1.525234 -0.01 0.91 -1.13 -0.001
Al -3.427211 0.604789 -2.563211 -0.74 0.12 0.02 1.314
```
Forces are in eV/Å.

Output
- Charge: +3
- HOMO energy: -0.748 Ha
- Lowest unoccupied orbital energy: -0.6565 hartree
- Multiplicity: 1

No. 4
Density functional theory data (ωB97M-V/def2-TZVPD) for the molecule C4H5NO.

XYZ file:
```
11
Properties=species:S:1:pos:R:3:forces:R:3:lowdin_charge:R:1
C -0.998501 -0.599454 0.428338 -0.14 -0.12 -0.01 -0.044
C 0.249949 0.301073 0.316551 0.05 -0.05 -0.01 -0.310
C -0.072394 1.631310 -0.212386 -0.19 0.87 -0.43 -0.204
N -0.321443 2.663801 -0.670962 0.24 -1.02 0.47 0.160
C 1.170431 -0.454769 -0.643122 0.27 -0.28 0.11 -0.237
O 1.705212 -1.486111 -0.332544 -0.14 0.56 -0.12 0.079
H -1.892063 -0.037315 0.697611 0.12 -0.02 0.08 0.086
H -1.173083 -1.082715 -0.538942 -0.15 0.09 0.16 0.090
H -0.809126 -1.384934 1.162227 -0.04 0.11 -0.12 0.090
H 0.754437 0.411658 1.283270 -0.13 -0.03 -0.15 0.153
H 1.232092 -0.030506 -1.664411 0.11 -0.10 0.02 0.137
```
Forces are in eV/Å.

Output
- Charge: 0
- HOMO energy: -0.391 Ha
- SMILES: C[C@H](C#N)C=O
- ΔE to the lowest compared entry with this formula, charge and spin: 0.804 eV
- Lowest unoccupied orbital energy: 0.0169 hartree
- Multiplicity: 1